{
  "formula": "C2H10N3O",
  "method": "the ωB97M-V functional and the def2-TZVPD basis",
  "elements": ["N", "C", "O", "H", "H", "H", "H", "N", "C", "N", "H", "H", "H", "H", "H", "H"],
  "positions_angstrom": [[-1.8233, -2.4181, 0.0241], [-1.4360, -1.2762, -0.8038], [-0.7025, -0.3123, -0.1702], [-2.1933, -2.0557, 0.8953], [-0.8962, -2.8117, 0.2980], [-0.8998, -1.6804, -1.6751], [-2.4124, -0.9192, -1.1611], [1.0231, 1.5897, -0.8830], [1.8596, 1.2222, 0.2333], [1.1435, 1.1473, 1.5284], [0.2292, 0.8929, -0.8613], [0.6998, 2.5580, -0.8634], [2.3166, 0.2348, 0.0716], [2.7366, 1.8838, 0.2811], [0.7126, 2.0328, 1.7051], [0.3824, 0.4543, 1.4078]],
  "forces_ev_per_a": [[1.439, -1.334, 0.353], [0.129, 1.262, 0.361], [-0.574, -0.676, -0.123], [-0.032, 0.242, 0.048], [-0.979, 0.138, 0.031], [-0.005, -0.296, -0.217], [-0.225, 0.419, -0.358], [0.177, -0.400, -0.745], [-0.184, 0.093, 0.380], [0.710, -0.879, -0.051], [0.152, 0.570, -0.037], [0.105, -0.461, 0.339], [-0.476, 0.078, -0.161], [-0.285, 0.253, 0.349], [-0.342, 0.492, 0.039], [0.391, 0.500, -0.208]],
  "lowdin_charge": [-0.052, -0.577, -0.349, 0.029, 0.050, 0.080, 0.068, -0.052, -0.414, -0.037, 0.010, 0.035, 0.088, 0.075, 0.020, 0.024],
  "total_charge": -1,
  "de_lowest_kj_mol": 0.00,
  "homo_ev": -3.4,
  "e_lumo_ev": 4.535,
  "homo_lumo_gap_ev": 7.89
}